(1)
16
Properties=species:S:1:pos:R:3:forces:R:3 method="wB97M-V/def2-TZVPD" smiles=CSB(SC)SC orbital_gap_ev=9.078 lumo_energy_ev=0.5 e_above_lowest_kcal_mol=0.0 multiplicity=1
S 0.018154 1.590169 -1.006977 0.013 0.171 -0.116
S -1.483198 -1.036582 -0.094519 -0.149 -0.091 0.063
S 1.476481 -0.385629 1.298827 -2.186 0.609 -2.171
C 1.144945 -2.148343 1.565794 0.029 0.242 -0.164
C 1.637216 2.264255 -0.518721 -0.205 -0.252 -0.058
C -2.756667 -0.142575 -1.047639 0.273 -0.214 -0.040
B -0.109515 0.074958 -0.099568 2.401 -0.465 2.201
H 1.451869 -2.710860 0.686529 -0.034 -0.105 0.102
H -2.543834 0.922052 -1.048281 -0.120 0.020 0.013
H 1.737387 -2.447288 2.427035 -0.062 -0.100 0.015
H 1.737103 2.216612 0.560260 0.059 0.136 0.027
H -2.770856 -0.526657 -2.063537 -0.065 0.072 -0.044
H 2.420393 1.679597 -0.992661 0.051 0.067 0.031
H 1.658476 3.292788 -0.866846 0.051 0.019 0.032
H -3.705557 -0.342113 -0.559565 -0.054 0.047 -0.028
H 0.087604 -2.300382 1.759868 -0.002 -0.155 0.136

---

(2)
59
Properties=species:S:1:pos:R:3:forces:R:3 method="wB97M-V/def2-TZVPD" smiles="C[C@H](F)[C@]1(CCC(N)=O)OS(=O)(=O)O[C@@H]1C[C@@H](O)C(F)(F)F.c1ccncc1.c1ccncc1" orbital_gap_ev=9.369 lumo_energy_ev=0.0 multiplicity=1
S -2.750606 1.039547 -1.549164 -0.390 -1.204 -1.501
F -0.987207 1.321153 2.942384 -0.421 0.537 -0.155
F -2.763158 2.437335 2.235542 0.768 -0.142 0.377
F -1.712736 3.062235 4.054358 0.006 -0.475 -0.710
F 1.162130 2.956618 -2.001832 0.329 0.157 0.257
O -3.132797 1.387459 -2.875153 0.242 0.994 0.233
O 2.058862 -0.534568 1.855556 -0.004 1.309 -0.586
O -1.040857 4.814259 2.153058 -0.237 0.015 -0.491
O -2.272032 2.272341 -0.679949 -0.473 -0.047 0.064
O -1.292527 0.362283 -1.673328 -0.669 -0.174 0.572
O -3.668257 0.200015 -0.863545 0.646 0.080 0.786
N 3.111400 1.496920 2.073771 -0.431 -0.115 -0.782
N 2.078483 -4.723583 5.922175 -0.001 0.033 -0.021
N -0.615051 -1.976606 -5.121090 0.003 0.049 -0.084
C 2.505980 -3.558522 6.403072 0.021 -0.036 0.065
C -1.442543 -2.071209 -6.160044 -0.025 -0.012 0.027
C -1.046401 1.907510 0.002236 0.793 0.131 -1.118
C 1.624297 -4.732388 4.670950 -0.008 -0.074 0.010
C 2.397684 0.511515 1.329371 0.195 -0.984 0.742
C -1.542399 2.553272 2.796519 -0.423 0.200 0.713
C 0.548107 1.212977 -3.505683 -0.061 -0.210 -0.034
C -0.422763 3.174470 0.542912 -0.366 -0.104 0.494
C 2.024260 -2.401895 4.374907 -0.020 0.162 0.002
C 0.154646 2.054722 -2.321131 -0.239 -0.019 -0.465
C -0.612306 3.483471 2.031875 0.303 0.202 -0.029
C -2.309407 -2.980991 -3.757884 -0.055 -0.037 0.066
C 2.114799 0.808042 -0.132125 -0.142 -0.121 0.239
C -0.246585 1.208528 -1.116186 -0.367 -0.626 0.087
C 1.577434 -3.608154 3.860311 0.004 -0.015 0.025
C 0.768558 0.214512 -0.571371 0.209 0.291 -0.125
C -3.161639 -3.072812 -4.844720 0.022 0.036 -0.099
C -2.719058 -2.609754 -6.075274 0.017 0.005 0.061
C -1.054708 -2.428779 -3.950969 0.156 0.087 0.070
C 2.499042 -2.376784 5.677297 -0.025 -0.052 -0.030
H 0.633578 3.199729 0.327008 0.257 -0.091 -0.076
H 1.000927 1.820377 -4.276848 0.223 0.231 -0.045
H -3.351175 -2.658550 -6.950970 0.009 0.006 -0.018
H -0.712274 2.636776 -2.619653 -0.128 0.320 0.101
H 0.349621 3.398940 2.535608 0.165 -0.319 0.152
H -1.060411 -1.693941 -7.101931 -0.043 -0.014 -0.030
H 2.872485 -3.580202 7.423932 0.007 0.050 0.001
H 1.200036 -3.676305 2.848902 -0.003 -0.004 -0.003
H -2.607883 -3.325010 -2.777187 -0.007 0.011 0.007
H -0.827475 5.128187 3.029997 -0.060 0.151 0.378
H 2.001563 -1.504403 3.766018 0.038 -0.176 0.131
H 0.929231 -0.540341 -1.327041 0.010 -0.147 -0.240
H 2.858641 -1.459103 6.122857 0.010 -0.004 0.021
H -1.246929 1.098011 0.693233 -0.219 0.205 0.482
H -4.152756 -3.492945 -4.735823 -0.005 -0.002 -0.002
H 0.303066 -0.307379 0.255112 -0.048 -0.132 0.233
H 2.164251 1.873604 -0.299562 0.028 0.204 -0.093
H 1.202301 0.392628 -3.239928 0.347 -0.058 -0.018
H 2.906405 0.372822 -0.732578 0.287 -0.102 -0.034
H -0.357380 -2.332034 -3.125023 -0.065 -0.049 0.060
H 1.281255 -5.694263 4.304928 -0.010 0.018 -0.046
H -0.338407 0.770724 -3.938627 -0.224 -0.123 -0.082
H -0.852454 4.000619 -0.009751 -0.117 0.202 -0.100
H 3.516078 2.172796 1.437535 -0.004 0.171 0.044
H 2.455060 1.996125 2.662949 0.196 -0.189 0.514